Record 1
74
Properties=species:S:1:pos:R:3 method="wB97M-V/def2-TZVPD" energy_ev=-79639.3327 spin_multiplicity=4 s_squared=3.78 orbital_gap_ev="7.481 / 7.780" homo_energy_ev="-7.5 / -8.0"
Cr -1.27 -0.82 0.24
O -1.24 -2.73 0.34
C -1.44 -3.51 1.38
C -1.25 -4.89 1.23
C -1.43 -5.76 2.28
C -1.81 -5.29 3.55
C -2.01 -3.94 3.71
C -1.83 -3.03 2.65
C -2.04 -1.63 2.95
N -1.89 -0.68 2.11
N -2.07 0.63 2.58
C -1.87 1.46 1.59
O -1.61 1.07 0.37
C -1.86 2.91 1.86
C -1.97 3.80 0.80
C -1.90 5.17 1.04
C -1.71 5.64 2.33
C -1.60 4.75 3.39
C -1.68 3.39 3.16
H -0.96 -5.25 0.25
H -1.27 -6.82 2.13
H -1.95 -5.97 4.37
H -2.32 -3.55 4.68
H -2.35 -1.35 3.96
H -2.09 3.42 -0.20
H -1.98 5.86 0.21
H -1.65 6.71 2.51
H -1.45 5.12 4.39
H -1.59 2.68 3.97
C -1.69 -0.82 -1.76
Si 0.04 -0.25 -2.06
C 1.26 -0.80 -0.70
N 0.80 -0.68 0.72
C 1.30 -1.77 1.58
C 2.78 -1.65 1.89
C 3.08 -0.31 2.56
C 2.61 0.81 1.63
C 1.14 0.65 1.30
C 0.16 1.61 -2.26
C 1.34 2.31 -1.97
C 1.43 3.69 -2.15
C 0.34 4.39 -2.64
C -0.84 3.71 -2.94
C -0.92 2.34 -2.75
C 0.76 -1.06 -3.60
C 1.19 -0.32 -4.70
C 1.64 -0.95 -5.86
C 1.67 -2.33 -5.93
C 1.25 -3.09 -4.84
C 0.80 -2.46 -3.69
H -1.88 -1.79 -2.21
H -2.41 -0.07 -2.10
H 2.20 -0.26 -0.86
H 1.47 -1.85 -0.91
H 1.08 -2.72 1.09
H 0.72 -1.75 2.51
H 3.36 -1.73 0.96
H 3.08 -2.49 2.52
H 4.14 -0.21 2.79
H 2.53 -0.25 3.50
H 3.22 0.80 0.72
H 2.75 1.79 2.09
H 0.81 1.41 0.59
H 0.55 0.77 2.21
H 2.21 1.78 -1.59
H 2.35 4.20 -1.91
H 0.40 5.46 -2.78
H -1.69 4.26 -3.33
H -1.85 1.83 -2.99
H 1.17 0.77 -4.66
H 1.96 -0.35 -6.70
H 2.02 -2.82 -6.83
H 1.27 -4.17 -4.89
H 0.46 -3.06 -2.86


Record 2
103
Properties=species:S:1:pos:R:3 method="wB97M-V/def2-TZVPD" energy_ev=-113838.8739 spin_multiplicity=1 orbital_gap_ev=8.105 homo_energy_ev=-9.7 smiles="C[C@@H](O)COC1=CC(=O)C=CC1=O.O=C1OC[C@@H](F)O1.O=C1OC[C@@H](F)O1.O=C1OC[C@@H](F)O1.O=C1OC[C@@H](F)O1.O=C1OC[C@@H](F)O1.O=C1OC[C@@H](F)O1.O=C1OC[C@@H](F)O1.O=C1OC[C@@H](F)O1"
C 1.57 0.25 -2.91
C 1.15 -0.79 -1.78
O 0.69 -0.07 -0.58
C -0.04 -1.78 -2.19
O 0.38 -2.94 -2.96
C 1.26 -3.76 -2.23
C 2.35 -4.33 -2.95
C 3.39 -5.23 -2.13
O 3.96 -6.20 -2.67
C 3.62 -4.78 -0.60
C 2.53 -4.22 0.13
C 1.15 -4.06 -0.67
O 0.06 -4.18 -0.05
H 0.91 1.18 -2.82
H 2.68 0.53 -2.71
H 1.53 -0.22 -3.95
H 2.11 -1.33 -1.45
H 0.58 -0.81 0.08
H -0.64 -2.05 -1.25
H -0.76 -1.18 -2.86
H 2.46 -4.12 -4.07
H 4.61 -4.89 -0.07
H 2.65 -3.87 1.21
C -3.02 -1.66 2.36
C -1.74 -1.14 1.80
O -2.08 -0.79 0.48
C -3.40 -0.45 0.52
O -3.97 0.16 -0.34
O -3.99 -0.87 1.67
F -0.80 -2.12 1.76
H -3.19 -2.71 2.14
H -3.10 -1.51 3.44
H -1.34 -0.27 2.32
C -6.61 2.26 -1.56
C -7.83 1.50 -1.11
O -8.65 2.51 -0.56
C -8.33 3.65 -1.24
O -9.00 4.64 -1.24
O -7.16 3.52 -1.93
F -7.52 0.62 -0.14
H -5.88 2.39 -0.76
H -6.12 1.78 -2.41
H -8.36 0.99 -1.92
C -2.87 1.34 6.22
C -1.45 1.17 5.77
O -1.24 -0.22 5.90
C -2.46 -0.79 5.70
O -2.63 -1.95 5.46
O -3.47 0.12 5.80
F -0.60 1.81 6.61
H -2.97 1.44 7.30
H -3.36 2.20 5.75
H -1.26 1.48 4.74
C -7.43 7.13 -3.87
C -6.23 6.47 -3.26
O -5.29 7.52 -3.19
C -6.02 8.66 -3.06
O -5.57 9.71 -2.71
O -7.33 8.46 -3.37
F -5.74 5.50 -4.06
H -7.39 7.14 -4.96
H -8.36 6.66 -3.55
H -6.40 6.07 -2.25
C 1.30 -3.68 4.55
C 1.28 -2.88 5.82
O 2.57 -2.31 5.86
C 2.95 -2.18 4.56
O 3.87 -1.50 4.19
O 2.16 -2.92 3.72
F 1.12 -3.68 6.90
H 1.71 -4.68 4.69
H 0.30 -3.77 4.10
H 0.53 -2.08 5.84
C -0.96 4.12 0.20
C -0.08 2.93 -0.03
O 0.21 2.49 1.28
C -0.86 2.85 2.04
O -1.09 2.41 3.13
O -1.64 3.76 1.40
F 1.07 3.29 -0.63
H -0.39 5.04 0.37
H -1.66 4.28 -0.62
H -0.56 2.12 -0.59
C 7.17 -5.46 -2.78
C 8.34 -6.07 -2.09
O 9.26 -5.00 -2.00
C 8.50 -3.87 -1.95
O 8.91 -2.80 -1.61
O 7.21 -4.11 -2.33
F 8.89 -7.06 -2.83
H 7.27 -5.48 -3.87
H 6.22 -5.93 -2.51
H 8.12 -6.45 -1.08
C 6.16 0.87 -1.52
C 6.81 2.02 -2.22
O 6.07 2.12 -3.42
C 4.82 1.66 -3.12
O 3.86 1.85 -3.80
O 4.81 0.98 -1.94
F 8.10 1.73 -2.53
H 6.57 -0.10 -1.83
H 6.24 0.94 -0.43
H 6.76 2.96 -1.67


Record 3
88
Properties=species:S:1:pos:R:3 method="wB97M-V/def2-TZVPD" energy_ev=-255407.8083 spin_multiplicity=1 orbital_gap_ev="3.145 / 3.144" relative_energy_kcal_mol=65.5 homo_energy_ev="-3.4 / -3.4" charge=-1
Co -1.00 -0.28 2.11
S -1.24 0.17 6.73
As -0.62 -0.92 5.01
S 0.68 0.31 3.74
S -2.37 -1.15 3.68
S 0.27 -2.74 5.60
N -2.79 -0.52 -1.93
C -2.81 -1.60 -1.10
S -3.66 -1.50 0.33
N -2.16 -2.68 -1.57
C -2.20 -4.05 -1.24
C -3.13 -4.62 -0.37
C -3.14 -5.99 -0.18
C -2.24 -6.81 -0.83
C -1.31 -6.24 -1.68
C -1.29 -4.88 -1.89
H -3.15 0.32 -1.52
H -1.99 -0.37 -2.53
H -1.51 -2.48 -2.32
H -3.84 -4.00 0.15
H -3.88 -6.42 0.49
H -2.24 -7.88 -0.67
H -0.59 -6.86 -2.21
H -0.56 -4.44 -2.56
Cl 2.44 -4.23 2.82
C 1.20 -3.84 1.63
Cl -0.24 -4.81 1.91
Cl 1.84 -4.17 0.00
C 0.93 -2.30 1.70
O 1.90 -1.57 1.51
O -0.29 -2.01 1.93
C -2.95 1.80 1.29
N -3.51 3.15 1.27
C -2.45 4.10 0.96
N -1.38 4.04 1.95
C -0.83 2.70 1.96
N -1.85 1.66 2.28
C -2.42 2.03 3.62
N -2.98 3.37 3.61
C -4.03 3.45 2.61
C -1.94 4.33 3.27
H -2.55 1.57 0.30
H -3.74 1.09 1.53
H -2.87 5.11 0.96
H -2.04 3.88 -0.02
H -0.03 2.64 2.69
H -0.43 2.49 0.97
H -1.63 1.98 4.37
H -3.20 1.32 3.89
H -4.44 4.47 2.60
H -4.82 2.74 2.85
H -1.14 4.28 4.02
H -2.36 5.34 3.27
S -0.21 0.18 0.08
Sb 2.11 -0.04 -0.38
C 3.26 1.81 0.43
C 4.64 1.74 0.45
C 5.37 2.90 0.69
C 4.72 4.10 0.90
C 3.33 4.15 0.89
C 2.60 3.00 0.64
C 1.93 1.28 -2.13
C 0.78 2.03 -2.41
C 0.70 2.84 -3.53
C 1.79 2.93 -4.39
C 2.94 2.21 -4.12
C 3.00 1.39 -3.01
C 2.13 -1.65 -2.02
C 1.21 -1.56 -3.05
C 1.32 -2.38 -4.16
C 2.40 -3.25 -4.26
C 3.34 -3.32 -3.25
C 3.20 -2.53 -2.11
H 5.15 0.80 0.29
H 6.45 2.86 0.70
H 5.29 5.00 1.08
H 2.82 5.08 1.07
H 1.52 3.04 0.62
H -0.06 1.97 -1.73
H -0.21 3.39 -3.73
H 1.73 3.57 -5.27
H 3.79 2.29 -4.79
H 3.90 0.82 -2.82
H 0.43 -0.81 -2.99
H 0.57 -2.34 -4.93
H 2.51 -3.87 -5.15
H 4.19 -3.98 -3.34
H 3.91 -2.62 -1.30


Number 1: molar mass 584.7 Da. Number 2: molar mass 1030.6 Da. Number 3: molar mass 1102.1 Da.